Molecular formula: C84H183N9O12
Method: DFT, ωB97M-V/def2-TZVPD

* multiplicity: 1
* LUMO energy: 0.38 eV
* net charge: 0
* gap between HOMO and LUMO: 0.2954 Ha
* ΔE to the lowest compared entry with this formula, charge and spin: 926.8 kJ/mol
* HOMO level: -7.6594 eV
* SMILES string: CC1(C)CCCC(C)(C)N1O.CC1(C)CCCC(C)(C)N1O.CC1(C)CCCC(C)(C)N1O.CC1(C)CCCC(C)(C)N1O.CC1(C)CCCC(C)(C)N1O.CC1(C)CCCC(C)(C)N1O.CC1(C)CCCC(C)(C)N1O.CC1(C)CCCC(C)(C)N1O.CC1(C)CCCC(C)(C)N1O.CO.CO.CO

Each atom is followed by the atoms it is bonded to, with distances in Å.
Cartesian coordinates (Å):
1 C -30.22 0.46 3.97  C2 1.572, H12 1.090, H13 1.090, H14 1.090
2 C -29.92 -1.05 4.27  C1 1.572, C3 1.505, C4 1.566, N10 1.507
3 C -28.84 -1.56 3.36  C2 1.505, H15 1.090, H16 1.090, H17 1.090
4 C -29.39 -1.12 5.74  C2 1.566, C5 1.526, H18 1.090, H19 1.090
5 C -29.57 -2.52 6.33  C4 1.526, C6 1.531, H20 1.090, H21 1.090
6 C -31.02 -3.02 6.25  C5 1.531, C7 1.534, H22 1.090, H23 1.090
7 C -31.51 -3.05 4.80  C6 1.534, C8 1.614, C9 1.520, N10 1.452
8 C -30.93 -4.31 3.98  C7 1.614, H24 1.090, H25 1.090, H26 1.090
9 C -33.03 -3.14 4.89  C7 1.520, H27 1.090, H28 1.090, H29 1.090
10 N -31.18 -1.85 4.06  C2 1.507, C7 1.452, O11 1.396
11 O -31.71 -1.65 2.78  N10 1.396, H30 0.960
12 H -31.10 0.90 4.45  C1 1.090
13 H -29.43 1.14 4.29  C1 1.090
14 H -30.46 0.60 2.91  C1 1.090
15 H -29.26 -1.92 2.43  C3 1.090
16 H -27.95 -0.95 3.16  C3 1.090
17 H -28.38 -2.48 3.71  C3 1.090
18 H -28.33 -0.88 5.81  C4 1.090
19 H -29.89 -0.37 6.35  C4 1.090
20 H -28.92 -3.19 5.78  C5 1.090
21 H -29.28 -2.52 7.38  C5 1.090
22 H -31.60 -2.27 6.80  C6 1.090
23 H -31.04 -4.06 6.58  C6 1.090
24 H -31.42 -5.25 4.25  C8 1.090
25 H -29.90 -4.56 4.25  C8 1.090
26 H -30.99 -4.29 2.89  C8 1.090
27 H -33.62 -3.45 4.03  C9 1.090
28 H -33.52 -2.21 5.20  C9 1.090
29 H -33.32 -3.81 5.70  C9 1.090
30 H -32.59 -1.31 2.96  O11 0.960
31 C -20.41 4.60 12.48  C32 1.554, H42 1.090, H43 1.090, H44 1.090
32 C -20.28 5.63 11.33  C31 1.554, C33 1.530, C34 1.569, N40 1.456
33 C -19.46 5.17 10.12  C32 1.530, H45 1.090, H46 1.090, H47 1.090
34 C -21.65 5.95 10.63  C32 1.569, C35 1.527, H48 1.090, H49 1.090
35 C -22.63 6.82 11.41  C34 1.527, C36 1.534, H50 1.090, H51 1.090
36 C -21.89 8.15 11.58  C35 1.534, C37 1.615, H52 1.090, H53 1.090
37 C -20.55 7.95 12.46  C36 1.615, C38 1.485, C39 1.509, N40 1.513
38 C -19.76 9.20 12.30  C37 1.485, H54 1.090, H55 1.090, H56 1.090
39 C -20.82 7.64 13.91  C37 1.509, H57 1.090, H58 1.090, H59 1.090
40 N -19.70 6.87 11.83  C32 1.456, C37 1.513, O41 1.420
41 O -18.41 6.72 12.41  N40 1.420, H60 0.960
42 H -21.02 4.94 13.32  C31 1.090
43 H -20.74 3.62 12.15  C31 1.090
44 H -19.39 4.45 12.83  C31 1.090
45 H -19.89 4.27 9.69  C33 1.090
46 H -19.28 5.90 9.33  C33 1.090
47 H -18.50 4.78 10.48  C33 1.090
48 H -21.57 6.24 9.58  C34 1.090
49 H -22.24 5.04 10.48  C34 1.090
50 H -23.56 6.90 10.84  C35 1.090
51 H -22.96 6.43 12.38  C35 1.090
52 H -22.48 8.92 12.06  C36 1.090
53 H -21.64 8.41 10.54  C36 1.090
54 H -20.39 10.03 12.61  C38 1.090
55 H -19.45 9.32 11.26  C38 1.090
56 H -18.84 9.41 12.85  C38 1.090
57 H -21.27 6.67 14.09  C39 1.090
58 H -21.32 8.50 14.36  C39 1.090
59 H -19.94 7.47 14.53  C39 1.090
60 H -17.76 6.72 11.71  O41 0.960
61 C -24.39 9.52 7.34  C62 1.553, H72 1.090, H73 1.090, H74 1.090
62 C -24.05 10.91 7.93  C61 1.553, C63 1.513, C64 1.583, N70 1.474
63 C -25.14 11.88 7.53  C62 1.513, H75 1.090, H76 1.090, H77 1.090
64 C -24.11 10.82 9.51  C62 1.583, C65 1.525, H78 1.090, H79 1.090
65 C -23.35 11.92 10.23  C64 1.525, C66 1.492, H80 1.090, H81 1.090
66 C -21.95 12.10 9.74  C65 1.492, C67 1.580, H82 1.090, H83 1.090
67 C -21.90 12.26 8.17  C66 1.580, C68 1.555, C69 1.569, N70 1.442
68 C -22.18 13.75 7.81  C67 1.555, H84 1.090, H85 1.090, H86 1.090
69 C -20.36 12.08 7.89  C67 1.569, H87 1.090, H88 1.090, H89 1.090
70 N -22.68 11.25 7.50  C62 1.474, C67 1.442, O71 1.363
71 O -22.62 11.33 6.14  N70 1.363, H90 0.960
72 H -23.56 8.83 7.51  C61 1.090
73 H -25.26 9.04 7.80  C61 1.090
74 H -24.54 9.61 6.27  C61 1.090
75 H -24.77 12.90 7.44  C63 1.090
76 H -25.54 11.55 6.57  C63 1.090
77 H -25.94 11.88 8.27  C63 1.090
78 H -25.18 10.78 9.74  C64 1.090
79 H -23.82 9.79 9.73  C64 1.090
80 H -23.97 12.82 10.25  C65 1.090
81 H -23.10 11.57 11.23  C65 1.090
82 H -21.37 11.22 10.04  C66 1.090
83 H -21.55 12.98 10.23  C66 1.090
84 H -21.38 14.38 8.18  C68 1.090
85 H -23.14 14.08 8.20  C68 1.090
86 H -22.29 13.94 6.74  C68 1.090
87 H -20.00 11.14 8.29  C69 1.090
88 H -19.74 12.89 8.26  C69 1.090
89 H -20.19 11.96 6.82  C69 1.090
90 H -22.85 10.46 5.79  O71 0.960
91 C -30.84 4.45 1.81  C92 1.559, H102 1.090, H103 1.090, H104 1.090
92 C -30.30 5.91 1.95  C91 1.559, C93 1.592, C94 1.590, N100 1.522
93 C -29.35 6.18 0.70  C92 1.592, H105 1.090, H106 1.090, H107 1.090
94 C -31.49 6.96 1.92  C92 1.590, C95 1.508, H108 1.090, H109 1.090
95 C -32.50 6.89 3.04  C94 1.508, C96 1.515, H110 1.090, H111 1.090
96 C -31.73 7.06 4.34  C95 1.515, C97 1.528, H112 1.090, H113 1.090
97 C -30.46 6.23 4.52  C96 1.528, C98 1.535, C99 1.624, N100 1.531
98 C -29.58 6.79 5.65  C97 1.535, H114 1.090, H115 1.090, H116 1.090
99 C -30.81 4.71 4.97  C97 1.624, H117 1.090, H118 1.090, H119 1.090
100 N -29.59 6.24 3.26  C92 1.522, C97 1.531, O101 1.444
101 O -28.38 5.48 3.43  N100 1.444, H120 0.960
102 H -31.80 4.27 2.28  C91 1.090
103 H -31.08 4.21 0.78  C91 1.090
104 H -30.09 3.72 2.11  C91 1.090
105 H -28.68 5.33 0.61  C93 1.090
106 H -29.98 6.06 -0.19  C93 1.090
107 H -28.90 7.17 0.59  C93 1.090
108 H -31.16 8.00 1.89  C94 1.090
109 H -32.07 6.87 1.00  C94 1.090
110 H -33.23 7.64 2.75  C95 1.090
111 H -33.11 6.00 3.12  C95 1.090
112 H -32.42 6.67 5.09  C96 1.090
113 H -31.60 8.07 4.74  C96 1.090
114 H -29.47 7.87 5.57  C98 1.090
115 H -28.52 6.54 5.60  C98 1.090
116 H -30.00 6.61 6.64  C98 1.090
117 H -31.69 4.39 4.42  C99 1.090
118 H -31.08 4.68 6.03  C99 1.090
119 H -30.00 4.00 4.81  C99 1.090
120 H -27.75 6.17 3.65  O101 0.960
121 C -19.30 -2.24 4.46  C122 1.487, H132 1.090, H133 1.090, H134 1.090
122 C -20.07 -2.05 3.20  C121 1.487, C123 1.558, C124 1.544, N130 1.461
123 C -19.49 -3.01 2.12  C122 1.558, H135 1.090, H136 1.090, H137 1.090
124 C -21.58 -2.38 3.30  C122 1.544, C125 1.538, H138 1.090, H139 1.090
125 C -22.36 -1.33 4.10  C124 1.538, C126 1.487, H140 1.090, H141 1.090
126 C -22.28 -0.06 3.33  C125 1.487, C127 1.573, H142 1.090, H143 1.090
127 C -20.83 0.44 2.98  C126 1.573, C128 1.530, C129 1.572, N130 1.521
128 C -20.90 1.27 1.70  C127 1.530, H144 1.090, H145 1.090, H146 1.090
129 C -20.32 1.24 4.24  C127 1.572, H147 1.090, H148 1.090, H149 1.090
130 N -19.89 -0.71 2.64  C122 1.461, C127 1.521, O131 1.452
131 O -18.53 -0.28 2.40  N130 1.452, H150 0.960
132 H -19.38 -3.23 4.90  C121 1.090
133 H -18.22 -2.12 4.38  C121 1.090
134 H -19.81 -1.54 5.12  C121 1.090
135 H -20.05 -2.89 1.18  C123 1.090
136 H -18.41 -2.96 2.05  C123 1.090
137 H -19.76 -4.04 2.34  C123 1.090
138 H -22.03 -2.44 2.31  C124 1.090
139 H -21.65 -3.34 3.80  C124 1.090
140 H -23.33 -1.82 4.27  C125 1.090
141 H -21.95 -1.29 5.11  C125 1.090
142 H -22.89 0.78 3.65  C126 1.090
143 H -22.71 -0.30 2.35  C126 1.090
144 H -20.90 0.67 0.79  C128 1.090
145 H -20.09 2.01 1.66  C128 1.090
146 H -21.82 1.85 1.75  C128 1.090
147 H -20.54 0.77 5.19  C129 1.090
148 H -20.65 2.28 4.32  C129 1.090
149 H -19.23 1.17 4.29  C129 1.090
150 H -18.41 -0.56 1.49  O131 0.960
151 C -26.54 1.89 5.50  C152 1.585, H162 1.090, H163 1.090, H164 1.090
152 C -25.70 2.74 6.54  C151 1.585, C153 1.536, C154 1.505, N160 1.478
153 C -26.59 3.65 7.40  C152 1.536, H165 1.090, H166 1.090, H167 1.090
154 C -24.95 1.72 7.35  C152 1.505, C155 1.505, H168 1.090, H169 1.090
155 C -23.71 2.12 8.10  C154 1.505, C156 1.559, H170 1.090, H171 1.090
156 C -22.92 3.23 7.34  C155 1.559, C157 1.470, H172 1.090, H173 1.090
157 C -23.57 4.20 6.45  C156 1.470, C158 1.544, C159 1.538, N160 1.490
158 C -23.91 5.53 7.15  C157 1.544, H174 1.090, H175 1.090, H176 1.090
159 C -22.58 4.56 5.32  C157 1.538, H177 1.090, H178 1.090, H179 1.090
160 N -24.74 3.58 5.77  C152 1.478, C157 1.490, O161 1.404
161 O -25.28 4.45 4.81  N160 1.404, H180 0.960
162 H -25.94 1.39 4.74  C151 1.090
163 H -27.08 1.18 6.13  C151 1.090
164 H -27.12 2.53 4.84  C151 1.090
165 H -26.81 4.65 7.01  C153 1.090
166 H -27.58 3.23 7.60  C153 1.090
167 H -26.15 3.78 8.38  C153 1.090
168 H -25.62 1.54 8.19  C154 1.090
169 H -24.65 0.87 6.74  C154 1.090
170 H -23.97 2.72 8.98  C155 1.090
171 H -23.21 1.22 8.46  C155 1.090
172 H -22.03 2.84 6.85  C156 1.090
173 H -22.59 3.73 8.25  C156 1.090
174 H -23.03 6.05 7.52  C158 1.090
175 H -24.63 5.39 7.96  C158 1.090
176 H -24.18 6.26 6.39  C158 1.090
177 H -22.87 5.51 4.88  C159 1.090
178 H -22.69 3.77 4.58  C159 1.090
179 H -21.52 4.63 5.55  C159 1.090
180 H -24.76 4.25 4.03  O161 0.960
181 C -30.06 0.65 12.15  C182 1.538, H192 1.090, H193 1.090, H194 1.090
182 C -30.01 1.39 10.80  C181 1.538, C183 1.542, C184 1.571, N190 1.491
183 C -29.96 0.38 9.64  C182 1.542, H195 1.090, H196 1.090, H197 1.090
184 C -31.27 2.31 10.63  C182 1.571, C185 1.548, H198 1.090, H199 1.090
185 C -31.37 3.60 11.48  C184 1.548, C186 1.527, H200 1.090, H201 1.090
186 C -30.07 4.38 11.26  C185 1.527, C187 1.553, H202 1.090, H203 1.090
187 C -28.73 3.63 11.44  C186 1.553, C188 1.634, C189 1.470, N190 1.513
188 C -27.66 4.67 10.76  C187 1.634, H204 1.090, H205 1.090, H206 1.090
189 C -28.35 3.43 12.85  C187 1.470, H207 1.090, H208 1.090, H209 1.090
190 N -28.82 2.29 10.74  C182 1.491, C187 1.513, O191 1.369
191 O -27.66 1.59 10.55  N190 1.369, H210 0.960
192 H -30.44 -0.37 12.11  C181 1.090
193 H -29.08 0.67 12.63  C181 1.090
194 H -30.60 1.18 12.93  C181 1.090
195 H -29.14 -0.34 9.68  C183 1.090
196 H -30.80 -0.31 9.68  C183 1.090
197 H -30.07 0.89 8.69  C183 1.090
198 H -31.48 2.64 9.61  C184 1.090
199 H -32.17 1.80 10.96  C184 1.090
200 H -32.27 4.11 11.16  C185 1.090
201 H -31.52 3.39 12.54  C185 1.090
202 H -30.33 5.25 11.86  C186 1.090
203 H -30.07 4.73 10.23  C186 1.090
204 H -27.87 4.74 9.69  C188 1.090
205 H -26.60 4.42 10.82  C188 1.090
206 H -28.00 5.62 11.17  C188 1.090
207 H -27.42 2.88 12.93  C189 1.090
208 H -29.11 2.85 13.38  C189 1.090
209 H -28.30 4.30 13.50  C189 1.090
210 H -27.34 2.01 9.75  O191 0.960
211 C -26.88 -3.40 12.06  C212 1.639, H222 1.090, H223 1.090, H224 1.090
212 C -25.48 -2.73 11.54  C211 1.639, C213 1.518, C214 1.558, N220 1.522
213 C -25.57 -1.23 11.69  C212 1.518, H225 1.090, H226 1.090, H227 1.090
214 C -24.32 -3.27 12.43  C212 1.558, C215 1.500, H228 1.090, H229 1.090
215 C -22.96 -3.24 11.80  C214 1.500, C216 1.546, H230 1.090, H231 1.090
216 C -22.94 -3.81 10.37  C215 1.546, C217 1.559, H232 1.090, H233 1.090
217 C -24.00 -3.13 9.46  C216 1.559, C218 1.539, C219 1.518, N220 1.492
218 C -23.59 -1.71 9.04  C217 1.539, H234 1.090, H235 1.090, H236 1.090
219 C -23.96 -4.02 8.23  C217 1.518, H237 1.090, H238 1.090, H239 1.090
220 N -25.35 -3.20 10.09  C212 1.522, C217 1.492, O221 1.321
221 O -26.30 -2.73 9.30  N220 1.321, H240 0.960
222 H -27.63 -2.61 12.01  C211 1.090
223 H -26.77 -3.60 13.13  C211 1.090
224 H -27.18 -4.30 11.52  C211 1.090
225 H -26.09 -0.70 10.89  C213 1.090
226 H -24.58 -0.80 11.85  C213 1.090
227 H -26.03 -0.98 12.65  C213 1.090
228 H -24.13 -2.67 13.32  C214 1.090
229 H -24.52 -4.30 12.71  C214 1.090
230 H -22.42 -3.81 12.56  C215 1.090
231 H -22.70 -2.18 11.84  C215 1.090
232 H -22.89 -4.90 10.36  C216 1.090
233 H -21.99 -3.43 10.00  C216 1.090
234 H -22.59 -1.46 9.40  C218 1.090
235 H -23.49 -1.44 7.98  C218 1.090
236 H -24.23 -0.96 9.50  C218 1.090
237 H -24.39 -5.01 8.32  C219 1.090
238 H -24.73 -3.73 7.51  C219 1.090
239 H -23.00 -4.24 7.75  C219 1.090
240 H -26.63 -3.48 8.82  O221 0.960
241 C -25.56 5.28 0.54  C242 1.518, H252 1.090, H253 1.090, H254 1.090
242 C -25.85 4.29 -0.57  C241 1.518, C243 1.592, C244 1.593, N250 1.486
243 C -26.81 4.82 -1.73  C242 1.592, H255 1.090, H256 1.090, H257 1.090
244 C -24.49 4.04 -1.37  C242 1.593, C245 1.508, H258 1.090, H259 1.090
245 C -23.51 3.26 -0.54  C244 1.508, C246 1.548, H260 1.090, H261 1.090
246 C -24.24 1.92 -0.33  C245 1.548, C247 1.515, H262 1.090, H263 1.090
247 C -25.51 1.98 0.48  C246 1.515, C248 1.489, C249 1.561, N250 1.459
248 C -26.21 0.69 0.23  C247 1.489, H264 1.090, H265 1.090, H266 1.090
249 C -25.23 2.04 2.02  C247 1.561, H267 1.090, H268 1.090, H269 1.090
250 N -26.39 2.97 -0.15  C242 1.486, C247 1.459, O251 1.438
251 O -27.66 3.12 0.49  N250 1.438, H270 0.960
252 H -24.61 5.11 1.03  C241 1.090
253 H -25.37 6.26 0.09  C241 1.090
254 H -26.29 5.31 1.35  C241 1.090
255 H -27.85 4.76 -1.40  C243 1.090
256 H -26.70 5.76 -2.26  C243 1.090
257 H -26.84 4.18 -2.61  C243 1.090
258 H -24.60 3.50 -2.31  C244 1.090
259 H -23.99 4.99 -1.57  C244 1.090
260 H -22.61 2.96 -1.07  C245 1.090
261 H -23.23 3.81 0.36  C245 1.090
262 H -23.51 1.19 0.04  C246 1.090
263 H -24.43 1.57 -1.35  C246 1.090
264 H -25.61 -0.21 0.33  C248 1.090
265 H -26.61 0.61 -0.78  C248 1.090
266 H -27.14 0.52 0.76  C248 1.090
267 H -25.01 3.07 2.32  C249 1.090
268 H -24.41 1.37 2.30  C249 1.090
269 H -26.01 1.73 2.70  C249 1.090
270 H -28.26 2.91 -0.23  O251 0.960
271 C -18.72 2.35 7.11  O272 1.353, H273 1.090, H274 1.090, H275 1.090
272 O -19.11 3.61 6.82  C271 1.353, H276 0.960
273 H -18.11 2.27 8.01  C271 1.090
274 H -19.54 1.65 7.30  C271 1.090
275 H -18.15 2.03 6.24  C271 1.090
276 H -18.47 4.10 6.31  O272 0.960
277 C -24.48 7.78 3.37  O278 1.424, H279 1.090, H280 1.090, H281 1.090
278 O -23.18 8.29 3.10  C277 1.424, H282 0.960
279 H -25.03 8.23 4.20  C277 1.090
280 H -25.01 7.88 2.42  C277 1.090
281 H -24.53 6.72 3.64  C277 1.090
282 H -22.65 7.49 3.06  O278 0.960
283 C -21.30 6.04 1.18  O284 1.525, H285 1.090, H286 1.090, H287 1.090
284 O -21.72 5.40 2.50  C283 1.525, H288 0.960
285 H -21.69 7.03 0.96  C283 1.090
286 H -20.25 6.32 1.11  C283 1.090
287 H -21.65 5.38 0.39  C283 1.090
288 H -21.45 4.48 2.47  O284 0.960